{
  "formula": "C6H11NO7Zn2",
  "method": "the ωB97M-V functional and the def2-TZVPD basis",
  "homo_ev": -7.984,
  "gap_ev": 7.15,
  "energy_ev": -119051.9883,
  "symbols": ["Zn", "Zn", "C", "O", "O", "O", "C", "O", "O", "O", "C", "C", "C", "O", "C", "N", "H", "H", "H", "H", "H", "H", "H", "H", "H", "H", "H"],
  "xyz": [[0.3853, -0.5908, -0.8350], [2.0096, -1.5614, -3.1608], [2.5684, -1.9984, -0.7278], [2.3096, -1.0178, -0.0948], [3.3133, -2.0547, -1.6528], [1.4644, -2.2081, -1.2770], [0.0559, 0.1846, -3.2125], [0.1331, -0.9238, -3.7737], [-0.7615, 0.3394, -2.2975], [1.1392, 0.2355, -2.6178], [-2.6409, -0.1374, 2.0762], [-1.6458, 0.1626, 0.9867], [-0.3826, 1.0188, 1.4864], [0.5180, 1.1091, 0.3874], [1.4690, 2.1274, 0.4995], [-1.1929, -1.1420, 0.3610], [-3.5587, -0.5634, 1.6708], [-2.9214, 0.7984, 2.5596], [-2.0702, -0.6684, 2.8380], [-2.1698, 0.7535, 0.2354], [0.1863, 0.3902, 2.1715], [-0.6893, 1.8468, 2.1255], [2.1303, 2.0999, -0.3665], [2.1457, 2.2346, 1.3473], [0.9272, 3.0461, 0.2745], [-0.7479, -1.8015, 0.9833], [-1.9743, -1.6792, 0.0131]],
  "forces_ev_per_angstrom": [[0.229, 0.163, -0.134], [-1.185, 0.663, 1.443], [-4.326, 4.048, -3.405], [3.758, 6.096, 10.220], [12.164, -2.007, -4.901], [-11.966, -7.397, -3.718], [0.501, -5.998, 5.346], [-2.777, -4.445, -8.285], [-8.240, 3.433, 0.418], [12.131, 5.184, 2.333], [0.748, 1.178, 0.615], [0.700, 0.162, 0.162], [-0.696, -3.396, -0.042], [-0.740, 0.595, 0.927], [0.592, 1.759, -2.006], [0.130, 1.006, -0.023], [0.278, -0.509, 0.319], [-0.200, 0.147, 0.009], [-0.722, -0.709, 0.151], [0.406, -0.193, -0.483], [-0.230, -0.332, 0.608], [0.099, 0.874, -1.055], [0.001, -0.713, -0.064], [-0.635, -0.677, 0.591], [0.025, 0.460, 0.709], [0.208, 0.267, 0.787], [-0.254, 0.339, -0.524]]
}